Computed, not measured: 6 unconnected molecules or ions with the total composition C32H79Cl2N5 in a non-equilibrium geometry, with wB97M-V/def2-TZVPD.

Last column: Löwdin charge in e.
Element x y z (Å)
C (3.5615, -0.6737, 3.3076)  -0.024
C (2.6075, 0.2373, 4.1896)  -0.164
N (2.4215, -0.2887, 5.6106)  -0.194
C (2.1005, 0.6243, 6.5886)  -0.331
C (1.3055, 1.7703, 6.1636)  -0.125
C (1.3925, -1.3217, 5.6386)  -0.232
C (1.7865, -2.2597, 6.7456)  -0.098
H (4.3415, -0.8707, 3.8636)  0.009
H (3.6415, -0.1567, 2.2536)  0.122
H (3.0035, -1.5747, 3.3596)  0.020
H (1.5855, 0.3153, 3.7186)  0.126
H (2.9565, 1.0803, 4.4666)  0.026
H (3.0375, 1.1643, 6.5776)  0.112
H (2.1425, 0.3813, 7.5896)  0.115
H (1.0305, 2.3893, 5.2286)  0.119
H (1.1545, 2.5633, 6.9446)  0.091
H (0.3495, 1.3223, 6.3166)  0.048
H (1.8995, -1.9887, 4.8896)  0.110
H (0.5045, -0.9127, 5.4856)  0.070
H (2.8195, -2.7167, 6.6676)  0.114
H (1.1565, -3.1417, 7.0016)  0.083
H (1.4955, -1.8947, 7.6416)  0.017
C (-1.2905, 1.4643, 1.4046)  -0.082
C (-1.3705, 1.3873, -0.0824)  -0.237
N (-0.2645, 0.5683, -0.7184)  -0.135
C (-0.4355, -0.1557, -1.8844)  -0.402
C (-1.3725, 0.2103, -2.8164)  -0.154
C (0.8945, 1.5563, -0.9624)  -0.223
C (2.2095, 0.8663, -0.7564)  -0.102
H (-1.0255, 0.5753, 1.9086)  0.011
H (-2.2455, 1.8013, 1.8196)  0.071
H (-0.3945, 2.3413, 1.5766)  0.135
H (-1.3285, 2.2263, -0.4934)  0.024
H (-2.3645, 0.8463, -0.1874)  0.137
H (-0.6145, -1.1837, -1.4634)  0.110
H (0.4335, -0.5937, -2.5064)  0.152
H (-2.2755, 0.8843, -2.7054)  0.099
H (-1.9105, -0.5757, -3.3834)  0.088
H (-0.9345, 0.7223, -3.7034)  0.085
H (0.7955, 2.4573, -0.2914)  0.108
H (0.8365, 1.8573, -1.9334)  0.075
H (2.2775, 0.0803, 0.0166)  0.040
H (3.0995, 1.5923, -0.7434)  0.078
H (2.5495, 0.4463, -1.7934)  0.096
C (-7.1765, -1.3237, -1.2954)  -0.067
C (-6.2845, -0.7627, -0.1644)  -0.162
N (-6.2855, -1.8637, 0.9326)  -0.127
C (-5.1845, -1.8727, 1.7786)  -0.437
C (-4.7185, -0.6937, 2.3056)  -0.150
C (-7.6265, -1.9687, 1.6596)  -0.186
C (-7.9085, -3.2637, 2.4336)  -0.052
H (-8.3045, -1.5327, -0.9604)  0.116
H (-7.0105, -2.1797, -1.6024)  -0.040
H (-7.1445, -0.7157, -2.2394)  0.091
H (-6.5675, 0.1563, 0.2216)  0.079
H (-5.3605, -0.6717, -0.5854)  0.075
H (-4.4195, -2.1797, 1.2296)  0.050
H (-5.1415, -2.9217, 2.3536)  0.182
H (-4.9545, 0.2993, 1.7076)  0.115
H (-3.6125, -0.7817, 2.3106)  0.001
H (-5.2895, -0.6157, 3.3686)  0.131
H (-8.3695, -1.7657, 1.0196)  0.047
H (-7.7125, -1.2507, 2.4046)  0.086
H (-8.8725, -3.3507, 2.8486)  0.071
H (-7.3075, -3.3197, 3.2026)  0.009
H (-7.7385, -4.0327, 1.7856)  0.052
C (3.6005, -3.9527, -7.5154)  -0.131
C (2.2075, -4.3647, -7.4764)  -0.326
N (1.2885, -3.9467, -6.3624)  -0.207
C (-0.1175, -3.9987, -6.5444)  -0.366
C (-0.6855, -5.1487, -7.0574)  -0.161
C (1.6225, -4.5267, -5.0744)  -0.289
C (1.4865, -3.6337, -3.8474)  -0.117
H (3.7345, -2.9117, -7.1104)  0.087
H (3.9175, -4.0977, -8.7034)  0.136
H (4.2005, -4.7707, -6.8784)  0.104
H (2.1595, -5.4547, -7.4794)  0.102
H (1.7415, -4.0827, -8.4024)  0.103
H (-0.2655, -3.3757, -7.5034)  0.122
H (-0.6255, -3.2627, -5.6854)  0.181
H (-0.0585, -6.0757, -7.5494)  0.152
H (-1.4015, -4.8437, -7.7984)  0.067
H (-1.2595, -5.5967, -6.2564)  0.066
H (2.7265, -4.7107, -5.3154)  0.112
H (1.0645, -5.4977, -4.8714)  0.130
H (1.9285, -4.0287, -2.7954)  0.106
H (0.3245, -3.5307, -3.5794)  0.091
H (1.7795, -2.6227, -4.0114)  0.037
C (4.1365, 8.3603, 0.9776)  -0.079
C (4.4755, 7.0283, 0.2236)  -0.200
N (3.2055, 6.3943, -0.1994)  -0.176
C (3.1965, 5.7993, -1.5064)  -0.264
C (4.3205, 5.0563, -1.8454)  -0.101
C (2.5945, 5.5603, 0.7596)  -0.350
C (1.2025, 5.6053, 0.7086)  -0.128
H (3.5385, 8.9553, 0.4656)  0.008
H (5.0715, 8.9523, 1.1926)  0.080
H (3.9315, 8.1793, 2.0836)  0.089
H (4.9985, 6.4623, 1.0086)  0.115
H (5.0525, 7.3453, -0.5844)  0.092
H (3.3435, 6.5993, -2.1944)  0.108
H (2.1515, 5.3583, -1.8164)  0.165
H (5.1835, 5.1123, -1.4544)  0.033
H (4.5125, 5.2463, -2.7374)  0.024
H (4.1305, 4.0353, -1.6304)  0.087
H (3.0235, 5.7023, 1.7776)  0.137
H (2.8965, 4.5523, 0.5336)  0.111
H (0.6235, 6.5113, 0.7036)  0.073
H (0.6545, 5.0973, 1.6256)  0.121
H (0.9325, 5.1513, -0.2414)  0.055
Cl (1.3805, -2.7397, 0.3266)  0.528
C (0.4295, -1.9577, 1.6816)  -0.638
C (-0.7435, -2.8507, 2.0206)  -0.665
Cl (-1.8475, -2.1777, 3.2456)  0.586
H (0.1455, -0.9317, 1.2776)  0.054
H (1.1975, -1.9317, 2.4276)  0.008
H (-0.2125, -3.6887, 2.6986)  0.105
H (-1.4685, -3.1617, 1.0266)  0.150

Forces on atoms 1 to 2 (eV/Å):
C -5.5 3.5 -2.2
C -2.6 -6.0 0.1

The SMILES is CCN(CC)CC.CCN(CC)CC.CCN(CC)CC.CCN(CC)CC.CCN(CC)CC.ClCCCl. The frontier orbital gap is 8.57 eV. The total energy comes out at -2459.95816 a.u. Its LUMO energy is 0.599 eV. Its relative energy (zero: lowest compared OMol25 entry of this formula, charge and spin) is 1827.30 kJ/mol.

***

Computed, not measured: a molecular structure, C32H79Mn2O17 in a non-equilibrium geometry, with wB97M-V/def2-TZVPD.

Last column: Löwdin charge in e.
Element x y z (Å)
Mn (1.7069, -2.2482, -2.8921)  0.888
Mn (1.1333, -3.9625, -0.1555)  0.889
C (2.7010, -6.5154, -1.7573)  -0.089
C (1.9647, -5.5440, -2.6469)  -0.418
O (1.9107, -4.2296, -2.1800)  -0.390
H (2.6022, -7.5535, -2.0730)  0.071
H (2.5609, -6.3828, -0.6826)  0.072
H (3.7867, -6.3266, -1.8334)  0.065
H (0.9224, -5.8991, -2.7531)  0.109
H (2.2883, -5.6041, -3.7035)  0.092
C (-0.6234, -1.0871, 0.7089)  -0.076
C (0.5002, -0.7551, -0.2448)  -0.412
O (0.9802, -1.9042, -0.8527)  -0.369
H (-1.1896, -0.2236, 1.0709)  0.054
H (-0.2330, -1.6163, 1.5768)  0.042
H (-1.3174, -1.7262, 0.1599)  0.068
H (1.3063, -0.1339, 0.1817)  0.093
H (0.0742, -0.0527, -0.9932)  0.085
C (2.5877, -2.2039, 3.1574)  -0.108
C (2.7391, -3.6850, 2.7631)  -0.474
O (2.2611, -3.9676, 1.5173)  -0.371
H (1.5679, -1.8639, 2.9583)  0.040
H (3.2703, -1.5511, 2.6104)  0.050
H (2.7697, -2.1463, 4.2364)  0.057
H (2.3062, -4.3251, 3.5462)  0.093
H (3.8293, -3.8729, 2.8401)  0.081
O (-0.6800, -4.9462, 0.1376)  -0.397
C (-1.4999, -4.7845, 1.2704)  -0.383
C (-3.0622, -4.6445, 1.0300)  -0.522
O (-3.5534, -5.5095, 0.0992)  -0.405
H (-1.1890, -3.8188, 1.7179)  0.048
H (-1.3620, -5.6473, 1.9407)  0.085
H (-3.1245, -3.6121, 0.6066)  0.044
H (-3.5323, -4.6474, 2.0357)  0.066
C (0.2785, 5.9016, -3.9509)  -0.130
O (0.5944, 4.8239, -3.1149)  -0.171
C (0.2398, 5.0896, -1.7782)  -0.210
C (0.7377, 3.9366, -0.9187)  -0.172
O (2.1584, 3.9749, -1.0800)  -0.180
C (2.7363, 2.8281, -0.5060)  -0.107
H (-0.7884, 6.1631, -4.0145)  0.087
H (0.5937, 5.6383, -4.9592)  0.086
H (0.7335, 6.8510, -3.6390)  0.087
H (-0.8388, 5.2402, -1.6369)  0.133
H (0.7120, 6.0225, -1.4403)  0.124
H (0.3708, 2.9582, -1.2389)  0.118
H (0.5016, 4.0889, 0.1377)  0.106
H (2.4423, 2.7582, 0.5440)  0.072
H (3.8247, 2.7857, -0.5734)  0.092
H (2.4221, 1.9408, -1.0717)  0.062
C (0.7302, 0.7653, -3.7136)  -0.037
O (1.7291, -0.1803, -3.3480)  -0.259
C (3.0338, 0.3485, -3.5214)  -0.157
C (3.9916, -0.3034, -2.5016)  -0.152
O (3.6710, -1.6779, -2.3721)  -0.265
C (4.4695, -2.2909, -1.3724)  -0.050
H (0.7979, 1.6559, -3.0904)  0.083
H (-0.2501, 0.3004, -3.6681)  0.088
H (0.8448, 1.0563, -4.7652)  0.104
H (3.0647, 1.4244, -3.3125)  0.127
H (3.3185, 0.2928, -4.5772)  0.126
H (3.9008, 0.2045, -1.5363)  0.122
H (5.0453, -0.1741, -2.7744)  0.135
H (5.5438, -2.1751, -1.5604)  0.095
H (4.3001, -3.3573, -1.2482)  0.095
H (4.2750, -1.8375, -0.3964)  0.105
C (0.1461, 8.0886, 2.6958)  -0.124
O (0.4924, 6.8550, 3.2811)  -0.163
C (1.1502, 6.0252, 2.3472)  -0.211
C (1.2432, 4.5973, 2.8582)  -0.213
O (0.0155, 3.9318, 2.6692)  -0.185
C (0.0529, 2.5466, 2.9360)  -0.098
H (1.0476, 8.6309, 2.3924)  0.086
H (-0.3693, 8.6601, 3.4694)  0.086
H (-0.5543, 8.0574, 1.8549)  0.087
H (2.1957, 6.3422, 2.2408)  0.130
H (0.6593, 6.0022, 1.3709)  0.114
H (1.5050, 4.6045, 3.9223)  0.134
H (2.0617, 4.1078, 2.3163)  0.111
H (-0.9009, 2.0909, 2.6874)  0.079
H (0.3312, 2.3600, 3.9788)  0.085
H (0.8322, 2.0620, 2.3309)  0.084
C (-4.4956, -1.1802, 0.1540)  -0.093
O (-5.3311, -0.6045, 1.1583)  -0.179
C (-4.8081, 0.5431, 1.8115)  -0.198
C (-4.0025, 1.5018, 0.9530)  -0.226
O (-4.5472, 2.0134, -0.2371)  -0.179
C (-5.8949, 2.3637, -0.2261)  -0.131
H (-3.4563, -1.3963, 0.3976)  0.053
H (-4.5216, -0.5775, -0.7622)  0.082
H (-5.0156, -2.1169, -0.0371)  0.100
H (-4.1670, 0.1707, 2.6141)  0.111
H (-5.6641, 1.0589, 2.2465)  0.118
H (-3.0141, 1.1067, 0.7072)  0.101
H (-3.7201, 2.3563, 1.5928)  0.124
H (-6.4958, 1.4473, -0.2570)  0.093
H (-6.2050, 3.0288, -1.0339)  0.081
H (-6.2270, 2.9375, 0.6544)  0.089
C (3.7649, -2.4243, -5.5034)  -0.054
O (2.5009, -2.4852, -4.8509)  -0.275
C (1.4442, -2.7676, -5.8004)  -0.128
C (0.1334, -3.1427, -5.1210)  -0.132
O (-0.0717, -2.3371, -3.9488)  -0.273
C (-1.4368, -2.2191, -3.5953)  -0.046
H (4.5099, -2.0679, -4.7995)  0.091
H (3.6767, -1.7633, -6.3700)  0.097
H (4.0504, -3.4276, -5.8273)  0.103
H (1.7140, -3.6123, -6.4391)  0.138
H (1.3855, -1.8160, -6.3400)  0.136
H (0.0604, -4.1876, -4.8123)  0.143
H (-0.6704, -2.9063, -5.8238)  0.137
H (-1.5749, -1.9265, -2.5549)  0.105
H (-2.0169, -3.1306, -3.7476)  0.114
H (-1.9355, -1.4281, -4.1732)  0.095
C (-3.7253, 1.7132, 7.1222)  -0.135
O (-3.4007, 0.9732, 5.9774)  -0.155
C (-2.0020, 0.9800, 5.7880)  -0.222
C (-1.5552, 0.0199, 4.7148)  -0.223
O (-1.8432, -1.3206, 5.0449)  -0.158
C (-1.8872, -2.1717, 3.9209)  -0.103
H (-3.2931, 2.7226, 7.0611)  0.084
H (-3.3668, 1.2690, 8.0552)  0.087
H (-4.7992, 1.8774, 7.1949)  0.084
H (-1.4375, 0.8783, 6.7212)  0.128
H (-1.7073, 1.9780, 5.4251)  0.114
H (-0.4913, 0.2050, 4.5289)  0.118
H (-2.1074, 0.2387, 3.7918)  0.103
H (-2.6473, -1.8771, 3.1856)  0.088
H (-2.2234, -3.1261, 4.3302)  0.096
H (-0.9770, -2.3955, 3.3591)  0.056

Forces on atoms 1 to 2 (eV/Å):
Mn -0.6 -1.7 3.2
Mn -1.5 -0.5 1.1

The frontier orbital gap (spin up / spin down) is 2.18 / 2.18 eV. The spin multiplicity is 11. The total energy comes out at -4847.39559 a.u. As for the total charge: -1. Its LUMO energy (spin up / spin down) is 1.143 / 1.139 eV.

***

- Which formula does entry 2 have?
  C32H79Mn2O17